1.
Computed, not measured: the ion C6H14NS with charge +1, with ωB97M-V/def2-TZVPD.

Geometry (Å):
C: 2.411 -0.448 -0.487
C: -0.621 2.350 -2.014
C: -0.929 -1.537 0.513
C: 1.807 -1.987 1.196
C: -1.575 1.568 0.535
C: 0.204 -0.523 0.506
N: 1.507 -0.861 0.359
S: -0.032 1.231 -0.381
H: 2.490 0.414 -1.125
H: 3.414 -0.877 -0.370
H: 0.178 2.136 -2.753
H: -1.779 2.158 -2.291
H: -0.383 3.298 -1.523
H: -1.924 -0.984 0.065
H: -0.509 -2.446 -0.084
H: -1.261 -1.813 1.534
H: 2.936 -2.281 1.253
H: 1.181 -2.864 0.921
H: 1.628 -1.632 2.212
H: -1.549 2.615 0.980
H: -1.742 0.713 1.258
H: -2.422 1.602 -0.108

Calculated values
Gap between HOMO and LUMO (alpha / beta) = 7.05 / 7.05 eV
Total charge = +1
Max |F| = 3.55 eV/A
ΔE to the lowest compared entry with this formula, charge and spin = 127.7 kcal per mole
2S+1 = 1

Charges in e, computed with Löwdin, in the same order as the atoms: 0.0760, -0.1551, -0.0955, -0.0209, -0.3193, -0.4101, -0.2819, 0.9746, 0.0812, 0.1011, 0.0327, 0.1082, 0.0284, 0.1351, 0.1084, 0.0915, 0.1505, 0.1084, 0.1168, 0.0883, 0.0575, 0.0242

---

2.
Computed, not measured: a structure of composition C37H47MnN4O2, with ωB97M-V/def2-TZVPD.

Geometry (Å):
Mn: 0.000 0.000 0.000
C: 4.917 -3.370 -0.071
C: 3.825 -3.977 0.800
C: 2.468 -3.440 0.465
C: 1.515 -4.064 -0.235
C: 1.534 -5.379 -0.926
C: 0.846 -6.466 -0.113
C: 0.450 -3.029 -0.250
N: 0.704 -1.911 0.358
C: 1.962 -2.152 0.897
C: 2.590 -1.350 1.758
C: 1.968 -0.097 2.204
C: 2.498 0.812 3.106
C: 3.798 0.712 3.839
C: 4.973 1.152 2.981
C: 1.550 1.858 3.160
C: 0.548 1.503 2.236
C: -0.555 2.448 1.849
C: -1.501 2.334 0.911
N: -1.723 1.250 0.112
C: -2.594 1.636 -0.753
C: -3.084 0.760 -1.789
C: -2.556 -0.475 -1.757
N: -1.555 -1.032 -0.944
C: -1.551 -2.356 -1.337
C: -0.750 -3.365 -0.988
C: -2.539 -2.622 -2.378
C: -3.116 -1.461 -2.670
C: -4.102 -1.200 -3.770
C: -5.547 -1.232 -3.292
C: -2.808 -3.938 -3.047
C: -1.818 -4.241 -4.166
C: -3.090 3.009 -0.601
C: -2.415 3.397 0.492
C: -2.498 4.744 1.141
C: -3.345 4.722 2.405
C: -4.101 3.693 -1.442
C: -3.496 4.229 -2.732
N: 0.784 0.280 1.755
C: 1.642 3.108 3.982
C: 2.290 4.252 3.220
H: 5.889 -3.804 0.188
H: 4.988 -2.286 0.065
H: 4.732 -3.569 -1.132
H: 4.055 -3.810 1.859
H: 3.847 -5.066 0.673
H: 2.568 -5.691 -1.119
H: 1.073 -5.302 -1.917
H: 1.339 -6.606 0.855
H: 0.885 -7.419 -0.650
H: -0.206 -6.228 0.074
H: 3.557 -1.599 2.164
H: 3.943 -0.323 4.170
H: 3.759 1.321 4.747
H: 5.072 0.530 2.085
H: 5.906 1.074 3.549
H: 4.863 2.190 2.654
H: -0.510 3.384 2.383
H: -3.862 1.086 -2.452
H: -0.869 -4.362 -1.365
H: -3.986 -1.945 -4.567
H: -3.889 -0.243 -4.260
H: -5.800 -2.208 -2.867
H: -6.222 -1.046 -4.134
H: -5.741 -0.469 -2.532
H: -3.819 -3.947 -3.472
H: -2.812 -4.753 -2.314
H: -1.844 -3.465 -4.939
H: -2.068 -5.195 -4.641
H: -0.791 -4.313 -3.796
H: -2.932 5.475 0.447
H: -1.496 5.128 1.366
H: -4.368 4.397 2.188
H: -3.396 5.725 2.841
H: -2.926 4.049 3.160
H: -4.553 4.526 -0.892
H: -4.928 3.012 -1.674
H: -2.697 4.949 -2.524
H: -4.262 4.739 -3.325
H: -3.076 3.426 -3.346
H: 2.214 2.903 4.893
H: 0.639 3.396 4.316
H: 3.311 4.002 2.917
H: 2.335 5.147 3.849
H: 1.728 4.505 2.315
O: 1.604 0.000 0.000
C: 1.303 1.958 -1.113
O: 0.596 1.833 0.000
H: 1.748 2.946 -1.320
H: 0.784 1.764 -2.066
H: 2.187 1.308 -1.225

Calculated values
Gap between HOMO and LUMO (alpha / beta) = 5.47 / 5.53 eV
Total charge = -1
Max |F| = 4.96 eV/A
ΔE to the lowest compared entry with this formula, charge and spin = 171.8 kcal per mole
2S+1 = 2

Charges in e, computed with Löwdin, in the same order as the atoms: 0.8296, -0.0954, -0.2016, -0.1408, -0.1233, -0.2115, -0.1004, -0.1954, 0.0846, -0.2306, 0.0988, -0.2391, -0.1349, -0.2059, -0.0978, -0.1332, -0.1908, 0.1099, -0.2416, 0.0880, -0.2233, 0.0406, -0.2200, 0.0776, -0.2396, 0.0344, -0.1391, -0.1434, -0.2023, -0.0994, -0.2003, -0.0943, -0.1228, -0.1275, -0.2018, -0.1016, -0.2097, -0.0979, 0.0257, -0.2127, -0.0960, 0.0645, 0.0725, 0.0766, 0.1079, 0.1010, 0.1051, 0.1018, 0.0753, 0.0649, 0.0708, 0.1089, 0.1033, 0.0972, 0.0704, 0.0621, 0.0638, 0.1011, 0.0921, 0.0843, 0.1023, 0.1101, 0.0736, 0.0663, 0.0695, 0.1018, 0.1086, 0.0751, 0.0666, 0.0652, 0.1023, 0.1090, 0.0742, 0.0639, 0.0715, 0.1040, 0.1067, 0.0781, 0.0640, 0.0722, 0.0965, 0.1004, 0.0621, 0.0618, 0.0733, -0.3473, -0.3055, -0.3649, 0.0663, 0.0675, 0.0659

---

3.
Computed, not measured: a cluster of 2 separate species, C5H14 in total, with ωB97M-V/def2-TZVPD.

Geometry (Å):
C: 1.410 -0.919 2.129
C: 1.359 -2.061 1.124
C: 0.087 -2.185 0.217
H: 2.320 -0.521 2.515
H: 0.718 -0.156 1.722
H: 0.906 -1.302 3.012
H: 2.176 -1.929 0.522
H: 1.544 -2.973 1.636
H: 0.289 -2.839 -0.559
H: -0.906 -2.487 0.801
H: -0.262 -1.269 -0.233
C: -0.670 2.830 -1.481
C: -2.009 2.105 -1.890
H: 0.054 2.416 -2.090
H: -0.781 3.919 -1.559
H: -0.309 2.820 -0.461
H: -1.947 1.710 -2.971
H: -2.078 1.183 -1.293
H: -2.788 2.804 -1.631

Calculated values
Gap between HOMO and LUMO = 12.29 eV
Max |F| = 4.02 eV/A
ΔE to the lowest compared entry with this formula, charge and spin = 28.8 kcal per mole
2S+1 = 1

Charges in e, computed with Löwdin, in the same order as the atoms: -0.1146, -0.3013, -0.0985, 0.0560, 0.0723, 0.0621, 0.0590, 0.0839, 0.0269, 0.1137, 0.0413, -0.1659, -0.1494, 0.0221, 0.0609, 0.0517, 0.0884, 0.0461, 0.0454

---

4.
Computed, not measured: a structure of composition C35H34F12KN3O2, with ωB97M-V/def2-TZVPD.

Geometry (Å):
K: -0.038 0.664 -0.007
C: -0.545 -2.760 2.783
C: -0.314 -1.290 3.029
C: -1.397 -0.419 3.179
C: -2.805 -0.959 3.094
C: -1.167 0.945 3.385
C: -2.334 1.894 3.536
C: 0.139 1.442 3.438
C: 0.365 2.932 3.559
C: 1.221 0.560 3.340
C: 2.640 1.047 3.523
C: 0.993 -0.796 3.086
C: 2.154 -1.728 2.838
H: -0.512 -2.960 1.707
H: -1.507 -3.090 3.171
H: 0.224 -3.367 3.261
H: -3.108 -1.429 4.037
H: -2.891 -1.706 2.307
H: -3.523 -0.182 2.854
H: -2.724 2.191 2.557
H: -2.050 2.799 4.069
H: -3.152 1.435 4.091
H: -0.308 3.479 2.899
H: 1.370 3.212 3.260
H: 0.198 3.293 4.580
H: 3.108 1.315 2.573
H: 3.254 0.275 3.988
H: 2.680 1.923 4.168
H: 2.503 -2.200 3.764
H: 2.996 -1.203 2.392
H: 1.878 -2.515 2.140
C: -0.799 -2.466 -6.332
C: -0.151 -1.729 -5.188
C: 0.447 -0.485 -5.355
C: 1.026 0.169 -4.294
C: 1.061 -0.362 -2.968
N: 1.590 0.359 -1.964
C: 2.637 1.209 -2.246
C: 3.767 0.642 -2.890
C: 4.923 1.341 -3.151
C: 5.036 2.674 -2.773
C: 6.290 3.471 -3.033
C: 3.943 3.251 -2.144
C: 2.744 2.585 -1.871
C: 1.589 3.425 -1.225
O: 0.428 2.848 -0.989
C: 2.105 3.974 0.162
F: 2.325 2.928 0.987
F: 1.184 4.754 0.760
F: 3.252 4.706 0.198
C: 1.312 4.666 -2.166
F: 1.072 4.256 -3.421
F: 0.231 5.360 -1.770
F: 2.302 5.606 -2.265
C: 0.441 -1.658 -2.795
C: -0.127 -2.274 -3.908
C: 0.480 -2.388 -1.429
O: -0.173 -1.805 -0.396
C: 1.996 -2.629 -1.030
F: 2.494 -1.672 -0.253
F: 2.808 -2.756 -2.098
F: 2.176 -3.784 -0.320
C: -0.161 -3.817 -1.529
F: -1.458 -3.735 -1.919
F: 0.441 -4.690 -2.372
F: -0.201 -4.440 -0.329
H: -0.685 -1.907 -7.264
H: -1.873 -2.618 -6.173
H: -0.357 -3.456 -6.489
H: 0.443 -0.012 -6.335
H: 1.456 1.152 -4.440
H: 3.690 -0.402 -3.165
H: 5.756 0.843 -3.642
H: 7.029 2.868 -3.566
H: 6.755 3.816 -2.104
H: 6.089 4.359 -3.640
H: 4.035 4.291 -1.866
H: -0.576 -3.252 -3.813
N: -2.661 -1.090 -0.291
C: -3.776 -1.786 -0.560
C: -4.854 -0.967 -0.278
C: -4.260 0.248 0.107
N: -2.937 0.151 0.120
H: -1.640 -1.430 -0.406
H: -3.721 -2.800 -0.918
H: -5.901 -1.198 -0.369
H: -4.733 1.174 0.395

Calculated values
Gap between HOMO and LUMO = 4.57 eV
Total charge = -2
Max |F| = 0.67 eV/A
ΔE to the lowest compared entry with this formula, charge and spin = 0.4 kcal per mole
2S+1 = 1

Charges in e, computed with Löwdin, in the same order as the atoms: 0.8189, -0.0338, -0.1796, -0.1848, -0.0570, -0.1910, -0.0444, -0.1887, -0.0484, -0.1848, -0.0440, -0.1821, -0.0434, 0.0739, 0.0663, 0.0746, 0.0862, 0.0644, 0.0502, 0.0908, 0.0618, 0.0693, 0.0827, 0.0534, 0.0838, 0.0840, 0.0703, 0.0712, 0.0874, 0.0731, 0.0624, -0.0906, -0.3115, -0.0827, -0.0234, -0.2617, -0.0096, -0.2321, -0.0306, -0.0753, -0.3003, -0.0819, -0.0198, -0.0356, -0.4418, -0.2491, -0.5138, 0.1166, 0.1244, 0.1020, -0.5253, 0.1379, 0.1230, 0.0877, -0.0480, -0.0198, -0.3587, -0.2719, -0.5128, 0.1463, 0.1347, 0.1000, -0.5249, 0.1075, 0.1224, 0.1141, 0.0566, 0.0632, 0.0626, 0.0940, 0.1073, 0.1060, 0.0935, 0.0575, 0.0656, 0.0661, 0.1030, 0.0978, -0.0114, -0.1273, -0.1047, -0.2040, 0.0025, 0.0729, 0.1016, 0.0695, 0.0896

---

- Which of these has the highest ΔE to the lowest compared entry with this formula, charge and spin?
  C37H47MnN4O2